18
Properties=species:S:1:pos:R:3 method="wB97M-V/def2-TZVPD" e_tot_ha=-269.03855 lumo_ev=1.25 e_above_lowest_kcal_mol=48.8
C -1.680 1.487 1.943
N -1.162 1.198 0.603
C -0.982 -0.287 0.384
C 0.028 -0.352 -0.949
C 1.540 -0.602 -0.591
N 2.182 -1.463 -1.503
H -2.657 1.078 2.086
H -1.194 0.956 2.768
H -1.855 2.509 2.135
H -0.360 1.806 0.264
H -1.960 -0.691 0.133
H -0.584 -0.809 1.281
H -0.216 0.543 -1.564
H -0.400 -1.370 -1.427
H 1.573 -0.961 0.444
H 1.999 0.379 -0.612
H 2.060 -1.177 -2.543
H 3.017 -1.883 -1.384

=====

18
Properties=species:S:1:pos:R:3 method="wB97M-V/def2-TZVPD" e_tot_ha=-269.07089 lumo_ev=1.18 e_above_lowest_kcal_mol=28.5
C -0.714 2.743 -0.259
C 0.409 1.674 -0.288
N -0.147 0.364 0.060
C 0.658 -0.745 -0.358
C 0.439 -1.947 0.538
N -0.855 -2.677 0.529
H -0.833 3.103 0.776
H -1.670 2.344 -0.581
H -0.301 3.554 -0.887
H 1.112 1.937 0.514
H 0.894 1.593 -1.265
H -0.712 0.126 0.854
H 1.747 -0.561 -0.395
H 0.388 -1.060 -1.384
H 1.133 -2.745 0.271
H 0.644 -1.725 1.593
H -0.727 -3.671 0.471
H -1.465 -2.306 -0.189